1.
14
Properties=species:S:1:pos:R:3:forces:R:3:nbo_charge:R:1 method="wB97M-V/def2-TZVPD" homo_energy_ev=-9.7073 charge=0 e_tot_ha=-324.6501 lumo_ev=0.91 spin_multiplicity=1 smiles="C#CCCNC=O"
C -0.962798 -1.084899 -1.648275 0.52 0.36 -0.06 -0.263
C -0.006682 -0.372817 -1.464245 -0.66 -0.39 0.18 0.017
C 1.029856 0.519229 -0.940248 -0.05 -0.11 -0.17 -0.507
C 0.810913 0.829384 0.576151 0.04 0.08 0.23 -0.219
N -0.518325 0.533817 1.064978 -0.12 -0.12 -0.15 -0.619
C -0.842320 -0.775514 1.313626 0.10 -0.15 -0.10 0.540
O -0.035053 -1.661323 1.492944 -0.25 0.29 0.11 -0.605
H -1.800661 -1.737984 -1.757182 0.19 0.08 -0.17 0.241
H 1.016646 1.455094 -1.516050 0.14 -0.26 0.10 0.232
H 2.009343 0.039211 -1.050632 -0.14 0.24 -0.13 0.246
H 1.495433 0.233862 1.182644 -0.03 0.13 -0.16 0.232
H 1.007347 1.889533 0.753906 0.09 -0.16 0.02 0.205
H -1.267176 1.081345 0.666404 0.00 -0.04 0.11 0.387
H -1.936524 -0.948939 1.325977 0.18 0.06 0.19 0.113

=====

2.
14
Properties=species:S:1:pos:R:3:forces:R:3:nbo_charge:R:1 method="wB97M-V/def2-TZVPD" homo_energy_ev=-7.7154 charge=0 e_tot_ha=-324.5664 lumo_ev=-0.20 spin_multiplicity=1
C 1.540946 -0.062972 -0.429612 0.06 0.00 0.03 -0.594
C 0.017235 0.042843 -0.503571 -0.05 0.16 0.04 -0.379
C -0.577942 1.271521 -1.064315 -0.30 -0.10 0.15 0.425
O -1.589477 1.636400 -0.433934 0.26 0.03 -0.18 -0.361
C -1.884834 0.740394 0.845626 0.57 -0.21 -0.18 -0.110
C -0.824606 -0.106997 0.733869 -0.20 0.07 0.08 -0.037
N -0.475491 -1.073418 1.697250 -0.14 -0.10 -0.11 -0.811
H 2.004324 0.176133 -1.393399 -0.09 -0.02 0.16 0.215
H 1.828250 -1.087104 -0.173560 -0.04 0.18 0.00 0.222
H 1.948164 0.600025 0.337204 -0.10 -0.05 -0.10 0.229
H -0.281372 1.811779 -1.964489 -0.04 -0.07 0.09 0.185
H -0.348507 -0.718619 -1.220291 0.03 0.04 -0.04 0.271
H -0.078106 -1.916039 1.302654 -0.08 0.03 0.00 0.359
H -1.278584 -1.313947 2.266567 0.12 0.06 0.06 0.386

=====

3.
15
Properties=species:S:1:pos:R:3:forces:R:3:nbo_charge:R:1 method="wB97M-V/def2-TZVPD" homo_energy_ev=-9.1577 charge=0 e_tot_ha=-399.7673 lumo_ev=-0.26 spin_multiplicity=1
C 1.211027 0.921644 0.719505 -0.04 1.67 -1.58 -0.549
C -1.648379 -0.302305 -0.296680 2.33 -0.30 2.50 0.550
C 1.205032 -0.253313 1.542702 4.28 -1.28 -2.09 0.353
C 1.898555 1.083401 -0.457168 -2.00 1.72 0.93 0.517
C -1.292981 -1.778913 -0.826638 -4.26 1.18 -1.11 -0.734
N 2.159816 1.658316 -1.508972 2.12 -1.48 0.20 -0.589
O -2.009193 0.624134 -0.947745 0.15 -1.27 0.83 -0.519
O 1.654396 -1.286250 1.025062 -1.55 0.01 0.90 -0.551
H 0.730692 1.847647 1.083381 0.59 -0.38 -0.23 0.257
H 1.486714 -0.071560 2.574533 -1.40 -0.14 1.08 0.150
H -1.336203 -0.100252 1.242798 -1.03 -0.58 -3.67 -0.016
H -1.808309 -2.526578 -0.153913 0.27 0.95 -0.73 0.235
H -0.333696 -2.199814 -1.000867 1.32 0.74 0.21 0.264
H -1.857868 -1.695021 -1.868035 1.14 -0.72 2.03 0.228
H 3.179198 1.877023 -1.761792 -1.93 -0.12 0.73 0.404

=====

4.
15
Properties=species:S:1:pos:R:3:forces:R:3:nbo_charge:R:1 method="wB97M-V/def2-TZVPD" homo_energy_ev=-8.9457 charge=0 e_tot_ha=-399.9034 lumo_ev=0.84 spin_multiplicity=1 smiles="O=C1CN[C@H]2C[C@@]12O"
O -1.776713 1.598225 0.146733 -0.62 1.10 -0.29 -0.535
C -0.747503 1.010875 0.020977 1.31 -2.60 0.69 0.576
C 0.699254 1.435983 0.050552 0.52 -1.28 0.70 -0.351
N 1.560166 0.260247 -0.386217 -0.88 1.06 0.04 -0.587
C 0.696042 -0.918523 -0.392497 -0.63 0.01 -0.54 -0.071
C 0.062535 -1.288516 0.920724 0.52 0.22 -0.20 -0.442
C -0.719609 -0.511823 -0.102291 -0.94 0.96 0.20 0.100
O -1.928725 -0.997855 -0.570432 -0.01 -0.20 -0.34 -0.690
H 0.880736 2.266981 -0.570753 0.26 1.09 -0.66 0.229
H 0.952200 1.692640 1.078558 -0.04 0.21 0.09 0.229
H 1.806062 0.515409 -1.336311 0.15 -0.51 -0.09 0.361
H 0.852547 -1.693714 -1.135696 0.39 0.13 0.18 0.226
H 0.421032 -0.800698 1.821656 -0.04 -0.19 0.01 0.220
H -0.226146 -2.336271 0.977099 -0.05 0.30 0.20 0.243
H -2.531881 -0.232958 -0.522105 0.04 -0.27 0.01 0.492

=====

5.
15
Properties=species:S:1:pos:R:3:forces:R:3:nbo_charge:R:1 method="wB97M-V/def2-TZVPD" homo_energy_ev=-9.4959 charge=0 e_tot_ha=-399.8436 lumo_ev=0.45 spin_multiplicity=1 smiles="O=c1[nH]c1=O.C=CC"
O -0.700319 1.477440 1.471070 0.31 1.05 -1.05 -0.525
C -0.504927 2.071005 0.440589 -0.28 -2.19 3.07 0.599
N 0.352365 2.876662 -0.237003 0.99 0.75 0.46 -0.610
C -0.798221 2.407137 -0.901600 -0.12 1.13 -2.04 0.607
O -1.334023 2.542853 -1.943764 -0.29 -0.29 -0.13 -0.497
H 1.177233 3.490009 -0.108057 -0.63 -0.49 -0.25 0.428
C 0.491893 -0.777319 -0.883764 2.25 -1.03 1.87 -0.437
C 0.769714 -1.586332 0.158302 -0.89 1.56 -0.76 -0.141
C -0.329049 -2.207101 0.939457 0.81 -4.42 -3.43 -0.655
H 1.336145 -0.214401 -1.248666 -0.14 0.03 -0.88 0.195
H -0.488578 -0.699437 -1.245795 -1.17 0.55 -0.46 0.197
H 1.795830 -1.802464 0.423718 0.10 0.33 0.27 0.193
H -0.624801 -1.859390 1.858325 -0.55 1.26 1.97 0.231
H -1.150111 -2.435926 0.227279 -0.15 0.91 0.69 0.214
H 0.006851 -3.282735 1.049907 -0.24 0.83 0.66 0.204

=====

6.
15
Properties=species:S:1:pos:R:3:forces:R:3:nbo_charge:R:1 method="wB97M-V/def2-TZVPD" homo_energy_ev=-9.2643 charge=0 e_tot_ha=-399.6887 lumo_ev=0.33 spin_multiplicity=1
C -1.233829 -0.691011 -0.682866 -5.40 0.20 -3.40 0.480
C -0.062659 -1.524175 -0.646733 2.28 -5.60 -2.49 -0.333
C 0.554348 0.255344 0.657880 0.39 0.16 -1.90 -0.103
C 0.258895 1.832598 1.060655 -0.08 -3.66 1.00 -0.066
C -0.572027 0.517492 -0.279755 0.67 3.02 1.25 -0.013
H -0.048237 -2.429612 -1.684629 0.39 3.19 3.18 0.255
H -0.443635 -2.231358 0.174490 1.53 0.64 -0.52 0.262
H 1.864841 -0.398382 -0.835399 3.67 1.92 -4.85 0.362
H 0.438683 -0.254174 1.537546 -1.07 -1.48 2.17 0.187
H 0.786646 2.393879 0.340561 0.51 1.66 -0.17 0.188
H 0.424318 1.912360 2.225943 -0.76 0.61 -2.67 0.226
H 0.342106 0.781524 -1.096357 -3.63 0.47 0.45 0.196
N 1.260169 -0.732948 -0.246463 -5.25 -3.74 5.80 -0.614
O -2.442874 -0.974993 -1.062171 5.39 1.13 2.08 -0.534
O -1.126743 1.543456 0.537298 1.37 1.45 0.08 -0.494